3 unconnected molecules or ions with the total composition C3H10NO3S in a non-equilibrium geometry. Source: the Open Molecules 2025 dataset; level of theory: the ωB97M-V functional and the def2-TZVPD basis.

```
18
Properties=species:S:1:pos:R:3:lowdin_charge:R:1
O -1.00616 -1.29403 2.35091 -0.0248
C -0.94120 -0.87829 1.23970 -0.4156
N 0.23169 -0.94764 0.51907 0.0038
C 0.30913 -0.23832 -0.78070 -0.3673
C 1.66039 -0.55687 -1.43910 -0.7533
S 2.86636 0.58817 -0.70556 0.1085
H -1.70169 -0.17412 0.94322 0.1232
H 1.15220 -1.28325 0.94257 0.1570
H 0.30065 0.83502 -0.57966 0.0455
H -0.75059 -0.41569 -1.30411 0.1166
H 1.72256 -0.37161 -2.54270 0.0356
H 1.85347 -1.58982 -1.21476 0.0209
H -1.38921 1.51478 -2.14673 -0.0471
H -2.44725 1.23319 -1.22962 0.0323
O -1.99891 0.92858 -1.98764 0.0136
H -0.44238 0.39630 3.05913 -0.0819
H 0.74053 1.12629 2.21563 0.0816
O -0.15960 1.12733 2.66034 -0.0483
```

- Total charge: -1
- Relative energy (zero: lowest compared OMol25 entry of this formula, charge and spin): 66.4 kcal per mole
- Gap between HOMO and LUMO: 6.15 eV